[1]
C2H2FN | the ωB97M-V functional and the def2-TZVPD basis

Values from the calculation:
SMILES: N#CCF
Kohn-Sham gap (eV): 12.6

Geometry as ORCA input:
```
! wB97M-V def2-TZVPD RIJCOSX def2/J DEFGRID3
* xyz 0 1
F 0.832 -1.419 -0.038
N -1.973 0.762 -0.057
C -0.983 0.183 0.038
C 0.424 -0.072 0.080
H 0.745 0.405 -0.966
H 0.956 0.141 0.942
*
```

[2]
H12O6 | the ωB97M-V functional and the def2-TZVPD basis

Values from the calculation:
SMILES: O.O.O.O.O.O
Kohn-Sham gap (eV): 10.5

Geometry as ORCA input:
```
! wB97M-V def2-TZVPD RIJCOSX def2/J DEFGRID3
* xyz 0 1
O -0.705 0.202 0.045
O -2.077 0.251 2.412
O -1.777 0.442 -2.431
O 0.287 2.649 -0.669
O 2.233 -2.438 -1.334
O 1.701 -0.918 0.915
H 2.005 -1.890 -0.601
H -1.282 0.220 0.795
H -1.608 1.108 2.357
H 3.065 -2.819 -1.144
H -0.143 2.630 -1.498
H 1.924 -1.443 1.666
H -1.134 0.175 -3.075
H 0.026 -0.350 0.303
H -1.504 0.137 -1.541
H -2.919 0.278 2.830
H 0.166 1.795 -0.302
H 1.751 -0.029 1.278
*
```

[3]
C2H2Cl2O2S | the ωB97M-V functional and the def2-TZVPD basis

Values from the calculation:
Kohn-Sham gap (alpha / beta) (eV): 8.4 / 7.1

Geometry as ORCA input:
```
! wB97M-V def2-TZVPD RIJCOSX def2/J DEFGRID3
* xyz 0 1
Cl 1.796 0.854 -0.634
Cl 0.878 -1.972 0.269
S -2.608 -0.385 -0.656
O -3.693 -0.520 0.290
O -0.725 0.547 1.384
C -0.790 0.028 0.168
C 0.405 -0.394 -0.587
H 0.163 -0.651 -1.593
H 0.126 0.490 1.787
*
```

[4]
C4H5BN2O3 | the ωB97M-V functional and the def2-TZVPD basis

Values from the calculation:
Kohn-Sham gap (alpha / beta) (eV): 7.0 / 6.2

Geometry as ORCA input:
```
! wB97M-V def2-TZVPD RIJCOSX def2/J DEFGRID3
* xyz 0 1
O -2.820 0.796 -0.425
O 1.372 0.568 -1.604
O 1.071 1.488 0.717
N -1.023 -1.127 0.237
N -0.421 -2.052 0.870
C 1.020 -1.920 0.999
C 1.678 -0.913 0.481
C -0.613 0.029 -0.208
C -1.635 1.024 -0.392
B 1.128 0.413 -0.207
H 1.030 2.368 0.285
H -1.964 -1.423 0.239
H 1.086 1.409 -2.014
H 1.472 -2.816 1.561
H -1.379 2.156 -0.539
*
```

[5]
C23H32N2O3 | the ωB97M-V functional and the def2-TZVPD basis

Values from the calculation:
SMILES: CCCc1ccc2oc(C(=O)N3CCC(N4CCC[C@H](O)C4)CC3)c(C)c2c1
Kohn-Sham gap (eV): 8.6

Geometry as ORCA input:
```
! wB97M-V def2-TZVPD RIJCOSX def2/J DEFGRID3
* xyz 0 1
O 0.060 1.282 1.800
O -0.919 -2.080 -5.027
O -2.684 0.228 -0.155
N -0.899 1.337 -0.962
N 1.251 0.215 -4.470
C -0.214 -0.416 3.274
C 0.050 -1.097 4.459
C 0.528 -1.345 -6.850
C 1.325 -1.227 -4.450
C 1.241 -1.264 6.649
C -1.543 0.641 0.007
C 0.034 0.455 8.073
C 0.512 1.635 -1.033
C 0.965 -0.563 5.347
C 0.124 -1.011 7.671
C 1.364 1.343 3.883
C -0.978 0.653 -3.316
C -1.074 -0.650 2.152
C 0.528 0.941 -3.453
C 0.322 0.166 -6.779
C 1.607 0.646 5.049
C -0.859 0.394 1.294
C 0.447 0.795 3.001
C -1.577 1.541 -2.224
C 1.183 0.741 -2.078
C 1.339 0.765 -5.800
C -1.981 -1.814 1.983
C 0.418 -1.977 -5.457
H 1.221 1.849 -5.747
H 0.765 -3.016 -5.500
H -0.830 -1.328 7.243
H -0.694 0.399 -6.454
H 2.361 -1.510 -4.682
H -0.176 1.076 7.205
H -1.477 2.597 -2.503
H -1.404 -2.738 1.940
H 0.460 0.607 -7.768
H 2.347 0.553 -6.183
H 2.189 -0.918 7.064
H 0.971 0.788 8.516
H -2.659 -1.879 2.832
H -0.760 0.601 8.802
H -1.494 0.865 -4.255
H 0.624 2.688 -1.320
H 1.318 -2.339 6.473
H -2.565 -1.703 1.074
H 1.094 -1.591 -3.449
H 1.864 2.272 3.661
H -0.450 -2.029 4.676
H 2.245 0.978 -2.143
H 0.983 1.496 -0.064
H 1.083 -0.298 -1.762
H 0.313 -1.620 8.557
H -0.210 -1.806 -7.510
H 0.640 2.002 -3.714
H 2.319 1.044 5.757
H 1.522 -1.554 -7.250
H -1.322 -1.207 -5.075
H -1.137 -0.392 -3.045
H -2.632 1.305 -2.076
*
```

[6]
C43H63As3BCaCl5N2 | the ωB97M-V functional and the def2-TZVPD basis

Values from the calculation:
Kohn-Sham gap (eV): 7.5

Geometry as ORCA input:
```
! wB97M-V def2-TZVPD RIJCOSX def2/J DEFGRID3
* xyz 0 1
As -1.611 -2.963 -0.335
As -6.782 -0.930 -0.539
As -3.115 0.196 -1.007
Ca 1.732 -1.396 0.488
Cl 4.549 -6.280 1.333
Cl 2.188 -4.273 0.896
Cl 7.451 -5.168 1.691
Cl 5.554 -0.132 1.252
Cl 7.942 -2.090 1.667
N 1.846 1.667 1.441
N 2.358 1.640 -0.753
C -0.004 1.691 5.223
C -4.446 -2.492 -1.549
C -1.758 0.748 -2.310
C -0.060 4.884 2.201
C 2.320 1.580 -4.974
C 1.645 0.752 3.725
C -3.930 -1.182 -2.186
C 5.265 -1.852 1.235
C 2.910 0.515 -2.885
C 6.134 -4.085 1.453
C 1.050 3.808 -2.186
C 2.918 -1.980 -2.564
C 1.740 2.645 -2.882
C -6.725 -0.237 1.302
C -0.444 2.529 4.213
C 2.435 -1.636 3.907
C -1.886 3.232 1.655
C -8.267 -2.194 -0.269
C 1.886 5.091 -2.282
C 1.761 2.632 -4.272
C 2.335 1.582 -2.177
C 2.977 2.741 -0.152
C -2.092 -2.962 1.571
C 2.665 2.765 1.155
C 3.959 -2.288 1.047
C 4.843 -4.577 1.284
C 1.207 1.617 2.713
C 0.140 2.498 2.953
C 5.082 -0.687 -2.554
C -0.975 -4.830 -0.354
C -4.360 1.675 -1.438
C -0.342 4.072 -2.776
C 3.814 -3.664 1.089
C -0.384 3.423 1.870
C 1.028 0.807 4.972
C 4.019 0.281 4.338
C 2.810 -0.198 3.529
C -5.299 -2.230 -0.298
C 2.878 0.526 -4.276
C -5.322 -3.173 -2.612
C 3.593 -0.650 -2.198
C -3.325 -3.488 -1.189
C 6.347 -2.705 1.437
B 1.655 0.855 0.253
H 1.018 5.035 2.250
H -2.992 -3.978 -2.111
H -6.859 -1.043 2.024
H -3.795 2.602 -1.518
H -6.198 -2.556 -2.827
H 1.310 5.948 -1.928
H -7.508 0.505 1.453
H -4.866 1.488 -2.385
H 2.964 3.469 1.914
H 4.319 1.280 4.017
H -1.015 -0.036 -2.434
H -1.249 1.649 -1.967
H 1.485 -1.933 3.449
H 5.571 -1.537 -2.073
H 2.793 5.026 -1.682
H -0.492 5.167 3.162
H 1.827 -1.908 -2.465
H -5.113 1.794 -0.660
H -2.488 -1.992 1.864
H -1.251 3.223 4.412
H -0.925 4.700 -2.099
H 3.142 -2.260 -3.594
H -8.116 -2.786 0.634
H 3.283 -2.779 -1.916
H 5.222 -0.773 -3.633
H -5.729 -3.174 0.047
H 2.176 5.278 -3.317
H -9.208 -1.650 -0.177
H -1.190 -3.158 2.155
H -1.804 -5.517 -0.184
H -0.244 -4.992 0.431
H 0.117 3.169 0.934
H -0.461 5.551 1.434
H 2.316 1.579 -6.056
H -5.759 0.238 1.476
H -2.219 3.838 0.810
H -0.881 3.141 -2.936
H 3.781 0.323 5.402
H 1.381 0.161 5.767
H -3.737 -4.272 -0.548
H 2.333 -1.746 4.987
H -4.772 -0.704 -2.688
H 1.330 3.462 -4.817
H 3.101 -0.185 2.477
H -5.665 -4.154 -2.273
H -2.246 0.945 -3.265
H 5.574 0.225 -2.215
H 3.604 3.415 -0.712
H -2.462 3.538 2.530
H -0.511 -5.068 -1.311
H -8.349 -2.866 -1.122
H 3.520 -0.506 -1.119
H -4.768 -3.309 -3.543
H -4.658 -1.848 0.500
H -2.823 -3.740 1.792
H -0.461 1.728 6.204
H -3.193 -1.432 -2.955
H 4.868 -0.390 4.197
H 3.212 -2.326 3.574
H -2.115 2.185 1.446
H 0.928 3.556 -1.131
H -0.274 4.589 -3.735
H 3.315 -0.301 -4.823
*
```

[7]
H5N2OPS2 | the ωB97M-V functional and the def2-TZVPD basis

Values from the calculation:
Kohn-Sham gap (alpha / beta) (eV): 7.7 / 7.7

Geometry as ORCA input:
```
! wB97M-V def2-TZVPD RIJCOSX def2/J DEFGRID3
* xyz 0 1
S 1.389 0.220 2.717
S 1.871 0.001 -0.483
P 0.514 -0.542 0.969
O -0.742 -1.199 -1.686
N -1.194 1.148 -0.576
N -0.347 0.957 0.294
H 0.233 -1.372 -1.975
H -1.160 -1.050 -2.454
H -1.771 0.482 -0.892
H 0.766 -0.357 3.670
H 0.440 1.712 0.416
*
```

[8]
C5H4NO6S | the ωB97M-V functional and the def2-TZVPD basis

Values from the calculation:
Kohn-Sham gap (alpha / beta) (eV): 7.7 / 7.1

Geometry as ORCA input:
```
! wB97M-V def2-TZVPD RIJCOSX def2/J DEFGRID3
* xyz -1 1
S 1.495 -0.472 -1.598
O 1.046 2.439 -1.616
O -1.113 2.349 -1.229
O 1.084 -1.870 -1.426
O -0.244 0.941 1.398
O 1.646 -0.044 -2.923
O 2.466 -0.083 -0.664
N 0.039 1.878 -1.239
C -0.183 0.087 0.385
C -0.714 -1.184 2.155
C -0.539 0.176 2.454
C 0.104 0.476 -0.903
C -0.334 -1.213 0.810
H -0.806 0.736 3.266
H -0.697 -1.936 0.039
H -1.092 -1.933 2.754
H -2.160 -0.349 -1.661
*
```